# 1
94
Properties=species:S:1:pos:R:3:forces:R:3 method="wB97M-V/def2-TZVPD" homo_ev=-7.740 spin_multiplicity=1 e_lumo_ha=0.0073
C -6.20677 3.87339 1.34336 0.06 -0.22 0.09
C -5.76082 2.77575 2.31063 0.00 0.15 0.01
C -4.42982 3.09611 3.02020 -0.21 -0.11 0.03
C -4.49286 2.86967 4.53151 -0.26 -0.01 -0.10
C -4.65102 1.40293 4.94975 0.23 0.15 0.00
C -3.59704 0.45191 4.34792 -0.11 0.21 -0.03
C -4.11303 -0.46845 3.23476 0.19 -0.12 0.14
C -3.36822 -1.80526 3.18328 -0.13 0.02 0.05
C -3.57560 -2.59080 1.87785 0.18 -0.01 -0.03
C -2.27531 -3.15463 1.29671 -0.02 0.26 0.25
C -1.32920 -2.04873 0.81830 -0.11 -0.07 0.09
C -0.29636 -2.54137 -0.19663 -0.21 0.31 -0.06
C 0.62359 -1.44590 -0.69323 0.17 0.02 0.10
C 1.28136 -0.65327 0.24236 -0.02 -0.13 0.00
C 2.12208 0.39068 -0.11741 -0.25 -0.12 0.08
C 2.26824 0.67159 -1.47182 -0.08 -0.07 -0.02
C 1.61800 -0.09673 -2.44361 -0.04 -0.11 0.13
B 1.82890 0.32392 -3.95587 0.01 -0.09 0.06
O 3.00039 0.00626 -4.63718 -0.37 0.06 -0.34
O 0.86996 1.07459 -4.54275 0.24 0.21 0.10
C 1.11782 1.70022 -5.81116 -0.13 0.02 -0.14
C -0.00010 2.69537 -6.10456 -0.08 0.01 -0.10
C 0.82076 -1.18113 -2.05637 -0.05 0.23 -0.06
C 0.19143 -2.04051 -3.12865 -0.17 -0.15 0.20
C 0.80834 -3.45010 -3.21835 -0.09 0.30 0.08
C 2.34435 -3.44919 -3.15151 -0.08 -0.42 -0.21
C 2.92483 -3.91892 -1.81928 0.17 0.40 -0.02
S 2.83891 -5.68812 -1.62220 0.05 -0.10 -0.11
O 4.09808 -6.25056 -1.98747 -0.17 -0.05 0.08
O 1.62882 -6.18929 -2.19883 0.05 0.11 0.07
O 2.74167 -5.83519 -0.03261 0.23 0.16 0.00
S 3.31387 1.99555 -1.99576 0.06 -0.02 -0.08
C 3.15076 3.05325 -0.59871 -0.11 0.00 0.04
C 3.28464 4.42484 -0.77468 0.02 -0.08 -0.06
C 3.20240 5.27721 0.31089 0.01 0.09 0.01
C 2.96248 4.76041 1.57589 0.01 0.07 0.02
C 2.80539 3.39630 1.74407 0.03 0.01 0.12
C 2.91354 2.52455 0.66710 -0.08 0.01 0.10
N 2.75773 1.13258 0.91034 0.58 0.19 -0.63
C 3.87763 0.47550 1.62487 -0.62 -0.07 0.31
C 4.61791 -0.60865 0.86571 0.47 -0.06 0.16
C 5.48025 -0.18096 -0.32087 -0.11 -0.50 -0.10
Cl 6.33097 1.35581 -0.04346 0.10 0.15 -0.03
H -5.56569 3.89157 0.46048 0.00 0.12 0.00
H -6.16041 4.84759 1.83201 -0.01 0.05 -0.05
H -7.23402 3.70931 1.01663 0.01 0.01 -0.08
H -6.54539 2.63905 3.06012 0.01 -0.05 0.02
H -5.67502 1.83514 1.76347 -0.10 -0.07 0.07
H -4.18482 4.14571 2.84010 0.13 -0.05 -0.04
H -3.63728 2.48245 2.58646 0.13 0.18 -0.05
H -3.62284 3.30447 5.03040 0.10 -0.05 -0.11
H -5.36511 3.42555 4.89384 0.08 0.03 0.14
H -4.57213 1.36184 6.03842 -0.18 -0.01 0.00
H -5.65830 1.07208 4.68573 0.02 -0.12 0.03
H -3.15397 -0.14869 5.14520 -0.08 -0.10 0.00
H -2.78282 1.06031 3.94304 0.13 -0.12 0.09
H -4.00206 0.02454 2.26520 -0.13 0.07 -0.01
H -5.17823 -0.65814 3.38977 -0.04 0.01 -0.13
H -2.30523 -1.61925 3.36058 0.04 0.02 -0.12
H -3.70311 -2.41862 4.02496 0.09 0.03 0.05
H -4.27570 -3.41093 2.04741 -0.06 0.04 -0.05
H -4.02179 -1.93438 1.12479 -0.09 -0.03 0.00
H -2.50452 -3.83101 0.47008 0.02 -0.06 0.02
H -1.77689 -3.72320 2.08916 0.04 -0.23 -0.18
H -0.83141 -1.61138 1.68479 0.01 0.10 -0.04
H -1.91706 -1.24725 0.35861 0.06 0.02 -0.04
H 0.28879 -3.35044 0.25583 -0.03 -0.13 -0.07
H -0.85954 -2.94490 -1.03881 0.16 -0.23 0.08
H 1.15244 -0.84605 1.30245 -0.03 0.03 -0.02
H 3.11061 -0.93054 -4.81919 0.28 0.00 0.23
H 2.08796 2.19447 -5.78608 0.03 -0.02 0.07
H 1.16750 0.93083 -6.58278 0.02 -0.04 0.03
H -0.69054 2.74169 -5.26353 0.06 0.00 0.04
H -0.57423 2.40663 -6.98462 -0.01 -0.02 0.01
H 0.38776 3.69768 -6.28166 0.01 0.00 0.04
H -0.87799 -2.14451 -2.92326 -0.01 -0.01 -0.12
H 0.24595 -1.53685 -4.09655 0.12 0.03 0.01
H 0.47130 -3.92002 -4.14244 0.01 -0.05 0.02
H 0.40482 -4.05615 -2.40819 0.08 -0.09 -0.06
H 2.74730 -4.09223 -3.93792 0.05 0.07 -0.02
H 2.73045 -2.44434 -3.32586 0.04 0.01 0.02
H 3.98989 -3.69251 -1.75828 0.01 -0.05 0.04
H 2.44430 -3.42229 -0.97351 -0.15 -0.08 -0.06
H 2.04116 -5.25216 0.29203 -0.16 -0.21 0.08
H 3.46473 4.80283 -1.77306 -0.02 0.08 0.01
H 3.30830 6.34400 0.16928 0.02 0.02 -0.01
H 2.87718 5.42592 2.42562 0.01 -0.04 0.00
H 2.59531 2.98142 2.72242 -0.01 0.00 -0.01
H 3.47850 0.02616 2.54014 0.07 -0.07 0.00
H 4.57204 1.25161 1.93990 -0.01 0.04 -0.05
H 3.92480 -1.38747 0.53663 0.02 0.03 -0.09
H 5.28194 -1.08402 1.59420 -0.06 0.03 0.05
H 6.26000 -0.92421 -0.47942 -0.03 0.00 -0.02
H 4.91414 -0.10197 -1.24714 -0.02 0.28 0.11

# 2
90
Properties=species:S:1:pos:R:3:forces:R:3 method="wB97M-V/def2-TZVPD" charge=+2 homo_ev="-13.180 / -13.562" s2=6.21 spin_multiplicity=5 e_lumo_ha="-0.2687 / -0.3012"
N -5.63716 -1.73270 3.47825 -0.15 0.08 0.12
C -5.15058 -0.62284 4.04900 -0.08 0.22 -0.85
C -4.92864 0.55950 3.32559 0.01 -0.29 -0.14
C -5.24452 0.60200 1.94301 -0.90 -1.11 0.43
C -5.74957 -0.60298 1.36811 0.25 -0.07 0.47
C -5.94811 -1.72886 2.17593 0.24 0.90 -0.06
C -5.07685 1.77542 1.13670 -0.25 0.04 0.57
Cr 0.26770 1.02842 -1.09239 2.39 -0.32 -0.28
P 3.18275 0.34961 -1.59814 -0.51 -0.27 0.25
C -5.19510 1.74234 -0.24057 0.49 0.34 -1.46
C -4.13253 2.25610 -1.04699 -1.21 0.36 0.90
C -3.76666 1.63565 -2.27493 0.44 -0.30 -0.57
C -2.42197 1.50100 -2.56995 -0.82 0.26 0.55
C -1.52336 1.95217 -1.58013 1.11 -0.43 -0.61
C -1.88065 3.05554 -0.81531 -1.48 0.96 0.71
C -3.22742 3.18021 -0.47209 1.92 -0.05 -0.28
Br 1.22791 2.74278 -2.54026 -0.84 -0.33 0.39
H -4.79775 2.70056 1.63987 0.58 -0.26 -0.11
H -5.94418 1.13629 -0.74015 0.29 -0.44 0.16
H -4.46173 1.40185 3.83048 -0.30 0.05 -0.12
H -5.94377 -0.66985 0.29981 -0.14 0.00 0.29
H -4.95102 -0.66715 5.12173 0.03 -0.03 -0.35
H -6.39099 -2.63719 1.75934 0.26 0.21 0.19
H -4.51288 1.18010 -2.91756 -0.06 -0.02 0.18
H -3.55210 3.87638 0.29022 0.02 0.04 -0.08
H -2.04036 1.04675 -3.47781 -0.28 -0.28 0.19
H -1.10928 3.75877 -0.48548 -0.45 -0.33 0.11
P -0.39295 -1.38453 -1.01008 -0.34 -0.48 -0.42
C 4.02629 1.91554 -0.95773 -0.45 -0.10 -0.18
C 4.80372 2.77678 -1.94316 0.37 0.63 -0.05
H 4.69048 1.62152 -0.11721 -0.50 -0.06 -0.46
H 3.19602 2.51863 -0.53855 0.51 -0.32 -0.15
H 5.08765 3.70013 -1.41791 -0.08 -0.14 -0.20
H 5.75034 2.33136 -2.27285 -0.34 -0.12 0.00
H 4.21572 3.07602 -2.82440 0.17 -0.20 0.36
C 3.10766 -0.05216 -3.46019 -0.40 0.45 0.43
C 4.10721 0.42433 -4.51076 0.26 0.05 -0.68
H 2.13460 0.39416 -3.71943 0.27 -0.34 0.00
H 3.00732 -1.15321 -3.54920 -0.04 0.48 0.43
H 3.54992 0.49818 -5.45601 0.21 0.07 0.18
H 4.53047 1.41164 -4.31564 -0.07 -0.19 0.05
H 4.92601 -0.27827 -4.73052 -0.22 0.22 0.45
C 4.36155 -0.91757 -0.99578 -0.22 -0.25 0.22
C 5.79055 -0.61871 -1.42551 0.36 -0.28 -0.01
H 4.03057 -1.89132 -1.38460 0.10 0.24 0.10
H 4.31806 -0.97970 0.10587 -0.04 0.03 -0.37
H 6.39708 -1.51054 -1.23162 0.07 0.25 -0.06
H 5.86439 -0.38860 -2.49555 0.01 -0.01 0.27
H 6.21026 0.20840 -0.84254 -0.01 -0.15 -0.24
C 0.30242 -2.64661 0.12335 0.05 0.08 0.31
C 1.77835 -2.97572 -0.02411 0.41 -0.02 0.11
H -0.28337 -3.55190 -0.07901 0.01 0.23 0.01
H 0.06745 -2.35074 1.15091 0.11 -0.09 -0.09
H 2.01685 -3.86623 0.57259 -0.08 0.21 -0.16
H 2.05340 -3.19627 -1.06147 -0.07 0.02 0.17
H 2.42286 -2.16695 0.33667 -0.23 -0.16 -0.15
C -0.17708 -2.26750 -2.61578 0.26 -0.09 0.04
C -1.09102 -1.85794 -3.76828 -0.01 -0.04 -0.17
H -0.35053 -3.32463 -2.35906 0.06 0.20 -0.15
H 0.88167 -2.18512 -2.90527 -0.29 0.03 0.07
H -0.83382 -2.44957 -4.65399 -0.04 0.18 0.14
H -2.14222 -2.07067 -3.54663 0.20 0.07 -0.12
H -1.00149 -0.79830 -4.03549 0.08 -0.20 0.05
C -2.20765 -1.54081 -0.73554 -0.45 0.36 -0.18
C -2.80289 -2.58324 0.20740 -0.13 -0.22 0.28
H -2.60403 -1.72795 -1.73758 -0.01 0.12 0.13
H -2.57975 -0.54518 -0.46894 -0.02 -0.13 -0.01
H -3.88156 -2.64390 0.02090 0.21 -0.02 -0.03
H -2.39752 -3.59071 0.06446 -0.09 0.23 -0.01
H -2.70451 -2.31710 1.26538 0.17 -0.05 -0.18
C -1.19588 0.04982 2.13320 -0.26 -0.20 -0.36
P 0.33023 0.84377 1.52688 -0.45 0.04 1.49
C -0.03216 2.55957 1.96933 0.41 0.58 0.13
C 1.39139 0.35729 2.98829 0.93 -0.34 -0.45
C 1.08761 0.60589 4.35314 -0.33 0.08 -0.40
C 1.95896 0.18290 5.36421 -0.16 0.21 -0.51
C 3.13613 -0.49368 5.04720 -0.08 -0.17 -0.59
C 3.40489 -0.81395 3.71564 -0.38 0.43 -0.32
C 2.56367 -0.34568 2.68561 0.09 -0.15 0.54
H -2.00463 0.24416 1.42437 -0.13 -0.14 0.19
H -1.45223 0.47479 3.10811 0.05 -0.10 -0.16
H -1.02939 -1.02511 2.25424 -0.22 0.22 -0.05
H -0.77192 2.55324 2.77540 0.14 0.23 -0.12
H 0.91595 2.97227 2.34746 -0.41 0.17 -0.17
H -0.39289 3.14905 1.12375 0.14 -0.09 0.43
H 0.16715 1.13691 4.64275 0.50 -0.27 -0.19
H 1.72164 0.38381 6.40480 -0.02 0.07 -0.19
H 3.84657 -0.76768 5.82204 -0.23 -0.09 -0.08
H 4.26508 -1.41785 3.45515 0.10 0.16 0.06
H 2.82017 -0.51445 1.63501 -0.04 -0.06 0.42

no.,M (g mol⁻¹),maximum force (eV/A)
1,652.2,0.87
2,686.6,2.43